{
  "formula": "FH18O9",
  "method": "ωB97M-V with the def2-TZVPD basis set",
  "total_charge": -1,
  "total_energy_ha": -787.91684,
  "spin_multiplicity": 1,
  "de_lowest_ev": 0.4976,
  "gap_ev": 10.046,
  "homo_ev": -6.883,
  "species": ["F", "O", "H", "H", "O", "H", "H", "O", "H", "H", "O", "H", "H", "O", "H", "H", "O", "H", "H", "O", "H", "H", "O", "H", "H", "O", "H", "H"],
  "xyz": [[0.4104, 0.0430, -0.2336], [1.7254, -2.1510, 0.1064], [2.1354, -2.1790, 0.9574], [1.1614, -1.3670, 0.1414], [1.2014, -0.0180, 2.4764], [0.7554, 0.0830, 3.2824], [0.6454, 0.1470, 1.7104], [-1.5356, 1.3890, 1.5934], [-1.8746, 1.9110, 0.8794], [-2.1646, 1.6700, 2.3084], [-1.3096, -1.5870, 1.1414], [-0.8436, -0.9550, 0.6284], [-0.7166, -2.2030, 1.5684], [-3.1656, 0.5890, -0.6926], [-2.4666, 0.0700, -0.9926], [-3.6686, 0.0370, -0.0846], [0.0404, 2.5770, -0.6556], [0.1074, 1.6120, -0.3896], [-0.8636, 2.7100, -0.8586], [-1.2736, -0.8060, -1.9796], [-0.5466, -0.4500, -1.4266], [-0.7936, -1.0560, -2.7926], [1.9074, -0.5310, -2.4966], [1.6784, -1.4590, -2.8206], [1.5734, -0.5680, -1.5566], [2.8104, 1.1510, -0.0426], [1.9164, 0.9010, -0.2796], [3.1554, 0.4410, 0.5094]],
  "forces_ev_per_angstrom": [[-0.23, -0.15, 0.27], [0.01, -0.75, -0.58], [0.41, 0.02, 0.82], [-0.19, 0.31, -0.02], [2.02, -0.73, -1.19], [-1.37, 0.36, 1.17], [-0.56, 0.38, 0.07], [-0.95, 0.42, 2.18], [-0.07, 0.20, -1.10], [1.01, -0.67, -0.72], [-1.92, -1.30, 1.14], [1.13, 0.89, -0.63], [0.48, 0.18, -0.29], [-2.62, 1.91, 1.08], [1.92, -1.68, -1.18], [0.30, 0.03, -0.02], [1.24, -0.80, 0.57], [-0.12, 1.15, -0.38], [-1.34, 0.15, -0.49], [0.69, -0.46, -1.02], [-0.03, 0.04, 0.16], [-0.59, 0.29, 0.52], [-1.05, -2.20, 0.12], [0.63, 1.82, 0.68], [0.61, 0.27, -1.32], [1.12, 0.43, 0.13], [-0.21, -0.17, 0.14], [-0.32, 0.06, -0.09]],
  "nbo_charge": [-0.832, -0.987, 0.463, 0.491, -0.985, 0.463, 0.513, -0.930, 0.477, 0.452, -0.976, 0.493, 0.467, -0.973, 0.494, 0.465, -0.978, 0.500, 0.444, -1.004, 0.505, 0.475, -0.959, 0.448, 0.495, -0.963, 0.485, 0.458]
}